Entry 1:
{
  "formula": "C4H9NO",
  "method": "the ωB97M-V functional and the def2-TZVPD basis",
  "elements": ["O", "C", "H", "H", "H", "N", "C", "H", "H", "C", "H", "C", "H", "H", "H"],
  "positions_angstrom": [[1.76613, -1.18360, 0.23598], [-1.28552, -1.15793, -0.24185], [-1.87187, 1.23829, 0.78624], [0.95576, -0.17230, -1.42541], [1.89723, 0.54603, 1.47109], [-0.39136, -0.12934, 0.26562], [-0.96102, 1.20385, 0.17715], [-1.50556, -1.04620, -1.32316], [-0.82953, -2.14039, -0.07864], [2.06714, 0.18497, 0.45786], [2.96609, 0.54571, -0.03836], [0.90224, -0.21645, -0.32634], [-2.23280, -1.11941, 0.31029], [-0.25242, 1.93466, 0.58301], [-1.22452, 1.51212, -0.85349]],
  "mulliken_charge": [-0.437, -0.968, 0.329, 0.382, 0.261, -0.097, -0.939, 0.349, 0.311, -0.429, 0.244, 0.057, 0.307, 0.298, 0.334],
  "de_lowest_kcal_mol": 56.5,
  "e_lumo_ha": 0.0408,
  "orbital_gap_ev": 10.1,
  "homo_energy_ha": -0.3296,
  "smiles": "CN(C)[C@H]1CO1",
  "e_tot_ev": -7829.8682,
  "spin_multiplicity": 1
}

=====

Entry 2:
{
  "formula": "C10H15IO",
  "method": "the ωB97M-V functional and the def2-TZVPD basis",
  "elements": ["C", "O", "C", "C", "C", "H", "H", "C", "H", "H", "H", "H", "H", "C", "H", "H", "H", "H", "H", "H", "H", "C", "H", "C", "C", "I", "C"],
  "positions_angstrom": [[-0.27760, 2.13334, -1.81121], [0.79663, 0.09802, -2.53283], [-1.40231, -0.02183, -1.52583], [-0.10242, -1.83041, 1.76066], [-2.07079, 0.44673, -0.52883], [-1.32609, 1.55187, 1.14414], [-2.80570, 2.27334, 0.36200], [1.03859, -1.09072, 1.01811], [-2.98435, 0.04295, -0.09086], [1.60584, -2.46778, -0.56185], [-0.50176, 3.46643, -0.14160], [2.91098, -1.45811, 0.02089], [-0.84286, 0.90711, -3.40396], [1.33984, 0.18383, 1.24913], [2.15805, 0.76955, 0.75925], [-0.38594, -2.58712, 1.20085], [-0.90097, -1.32167, 2.23030], [0.83669, 0.96663, 1.73903], [0.37699, -2.39813, 2.58479], [0.44356, 2.78202, -2.26749], [0.94329, -0.52562, -1.81269], [-1.71089, 1.79747, 0.19848], [2.34586, -2.90182, 0.77000], [-0.48060, 0.71493, -2.37276], [2.04946, -2.05483, 0.32606], [-1.87745, -2.03870, -2.17560], [-0.74224, 2.52312, -0.64845]],
  "mulliken_charge": [-0.776, -0.563, -0.538, -1.693, -0.406, 0.262, 0.328, 1.242, 0.419, 0.329, 0.309, 0.382, 0.293, -1.013, 0.168, 0.484, 0.357, 0.385, 0.418, 0.391, 0.300, -0.508, 0.453, 0.758, -1.457, 0.031, -0.355],
  "de_lowest_kcal_mol": 16.5,
  "e_lumo_ha": 0.0170,
  "orbital_gap_ev": 9.5,
  "homo_energy_ha": -0.3322,
  "smiles": "O[C@@H]1C=CCC=C1I.C=C(C)C",
  "e_tot_ev": -20757.9790,
  "spin_multiplicity": 1
}

=====

Entry 3:
{
  "formula": "C29H39N4O2",
  "method": "the ωB97M-V functional and the def2-TZVPD basis",
  "elements": ["H", "C", "C", "C", "H", "C", "C", "C", "C", "C", "H", "H", "C", "H", "C", "H", "H", "C", "H", "C", "H", "H", "C", "C", "O", "H", "C", "H", "C", "H", "C", "H", "H", "H", "H", "H", "H", "H", "C", "H", "H", "C", "N", "H", "C", "H", "C", "C", "H", "H", "N", "C", "H", "C", "C", "N", "O", "C", "H", "H", "H", "C", "C", "H", "H", "H", "N", "H", "H", "H", "C", "H", "H", "H"],
  "positions_angstrom": [[7.70086, -0.76228, 2.55703], [2.89309, -1.83522, -0.23062], [0.20192, 1.60918, 2.73145], [1.75528, 0.83681, -2.21840], [0.32627, 1.33900, 3.79548], [5.64675, -0.89887, 1.92109], [-5.54649, 0.15321, -0.83684], [1.08849, -1.37948, -3.24278], [6.95132, -2.80033, 2.65900], [5.84337, -3.63680, 2.46292], [-3.42111, 4.04277, 2.13244], [-0.56021, -0.04797, -1.50076], [0.54594, -1.09227, -0.09280], [-1.29118, 3.43220, 4.05184], [-3.13277, -0.01766, -0.63430], [-1.15205, -0.58421, 2.18237], [2.45961, 1.31059, -1.52075], [-2.04201, -0.18278, 1.67969], [5.13299, -0.95821, -3.41418], [4.64578, -3.10541, 1.97091], [-7.42735, 2.11408, -4.26013], [-5.73932, 2.68129, -3.97440], [4.56066, -1.74216, 1.67726], [-6.41027, 1.80747, -4.01201], [-6.54240, 1.19390, -2.70717], [0.56960, -1.67176, 0.84471], [-0.57548, -0.42667, -0.48173], [3.69628, -1.16911, -4.44523], [4.09187, -0.66180, -3.55596], [0.02434, -1.35779, -2.99246], [-1.93808, -0.51207, 0.19409], [-2.90702, -0.73494, 2.08744], [-5.25617, 2.19937, 2.98170], [-2.02714, 0.72600, -2.35041], [0.74314, 1.12745, -1.93456], [2.46464, -1.29229, 1.78823], [-2.10489, -1.60722, 0.21133], [1.41067, -2.42454, -3.34012], [-5.40849, 0.73249, -2.11570], [3.42619, -0.10038, 0.89215], [1.23878, -0.87653, -4.20655], [-4.42663, -0.28470, -0.16255], [3.34690, -1.02397, -2.36960], [2.74452, -2.92175, -0.08211], [6.84832, -1.42563, 2.39935], [1.94742, 1.18776, -3.23967], [-4.68739, 1.45308, 2.41779], [-2.19340, 1.25805, 2.14934], [3.77715, -3.74582, 1.79280], [-3.99322, 1.24858, -3.69147], [-1.15354, 2.04042, 2.47440], [3.94891, -1.66869, -1.32791], [-5.14465, 1.35998, 1.42884], [-3.07894, 3.28267, 2.84206], [1.93921, -0.68395, -2.16740], [-3.33065, 1.93801, 2.35138], [5.12670, -2.01761, -1.30124], [-4.11764, 0.86864, -2.67481], [7.89440, -3.21584, 3.01705], [4.05191, 0.42064, -3.73030], [-6.03316, 1.08174, -4.75105], [-3.00780, 0.54747, -1.90487], [-1.58451, 3.32592, 2.99900], [-4.74708, 0.48967, 2.93991], [-1.15524, 4.16210, 2.44011], [0.89239, 2.43175, 2.50607], [1.70887, -1.21622, -0.81591], [5.91026, -4.70519, 2.68184], [-6.54988, 0.06844, -0.42037], [5.54183, 0.16664, 1.69968], [3.29472, -1.17639, 1.07900], [-4.55634, -0.84492, 0.76630], [0.46353, 0.74459, 2.11436], [-3.61244, 3.42748, 3.78675]],
  "mulliken_charge": [0.370, 0.106, -0.752, -1.598, 0.314, -0.330, -0.637, -1.637, -0.438, -0.711, 0.301, -0.835, -0.464, 0.358, -0.024, 0.777, 0.321, -1.355, 0.381, -0.237, 0.239, 0.353, 0.552, -0.842, -0.430, 0.808, -0.287, 0.293, -0.982, 0.297, 1.160, 0.761, 0.419, 0.347, 0.411, 0.405, 0.508, 0.400, 0.583, 0.271, 0.451, -0.839, 0.273, 0.235, -0.626, 0.499, -0.896, 0.041, 0.330, 0.428, 0.146, 0.195, 0.184, -0.632, 0.337, 0.092, -0.709, -0.676, 0.375, 0.315, 0.342, -0.607, -0.622, 0.383, 0.345, 0.328, 0.412, 0.371, 0.466, 0.326, -0.588, 0.569, 0.103, 0.474],
  "de_lowest_kcal_mol": 0.0,
  "e_lumo_ha": -0.0930,
  "orbital_gap_ev": 7.8,
  "homo_energy_ha": -0.3779,
  "smiles": "COc1ccc([C@@H](/C=C/N2[C@H](Cc3ccccc3)C(=O)N(C)C2(C)C)CC2=[N+](C)CCN2C)cc1",
  "total_charge": 1,
  "e_tot_ev": -40755.0806,
  "spin_multiplicity": 1
}